Density functional theory data (the ωB97M-V functional and the def2-TZVPD basis) for 13 unconnected molecules or ions with the total composition C43H95N9O17 at a distorted geometry.

Structure (XYZ):
```
164
Properties=species:S:1:pos:R:3:forces:R:3:lowdin_charge:R:1
C -5.4355 1.8045 -0.2733 -0.44 0.23 0.01 -0.360
O -6.3130 1.8673 -1.1155 0.03 -0.01 -0.50 -0.006
N -4.9076 0.6650 0.1948 0.92 -0.07 -0.13 -0.178
C -5.2802 -0.6135 -0.3989 -0.38 0.95 0.00 -0.031
C -4.1626 0.6211 1.4325 0.28 -0.95 0.40 -0.042
H -5.0318 2.7289 0.1660 0.15 -0.13 0.30 0.128
H -6.1013 -0.9956 0.2098 0.18 -0.67 -0.17 0.105
H -4.4116 -1.2622 -0.4860 -0.06 -0.17 0.35 0.086
H -5.6461 -0.3980 -1.4011 -0.13 -0.09 0.01 0.071
H -4.6578 -0.1134 2.0825 -0.26 0.51 0.26 0.079
H -3.1544 0.1908 1.3710 0.07 0.35 -0.63 0.078
H -4.0801 1.6010 1.8923 -0.17 0.03 0.04 0.092
C -0.4641 4.9237 -0.5816 -0.17 -0.37 0.43 -0.321
O -0.4926 6.0922 -0.2555 0.02 0.12 -0.11 0.019
N -1.4961 4.2472 -1.1286 -0.61 0.02 -1.47 -0.166
C -1.4073 2.8398 -1.4359 0.90 -1.33 1.83 -0.046
C -2.7594 4.8801 -1.4183 -0.67 0.51 1.22 -0.039
H 0.3842 4.2474 -0.3753 0.20 0.24 -0.13 0.135
H -1.6948 2.2233 -0.5634 -0.16 0.29 0.08 0.087
H -0.3554 2.5657 -1.5472 -0.08 0.04 -0.48 0.089
H -2.0033 2.3840 -2.2185 0.01 0.94 -0.59 0.057
H -2.7158 5.9678 -1.4243 0.55 -0.03 -0.28 0.087
H -3.2276 4.5197 -2.3302 0.22 -0.15 -0.11 0.070
H -3.4345 4.6925 -0.5700 -0.22 -0.25 -0.26 0.088
C 1.4682 1.0107 5.0205 0.05 0.24 -0.66 -0.347
O 2.6197 1.2923 5.2695 0.58 0.10 0.44 0.000
N 0.9760 -0.2208 4.8385 -1.55 -0.02 0.48 -0.162
C -0.3700 -0.3925 4.3491 -0.83 -2.14 0.32 -0.064
C 1.7137 -1.4047 5.0524 2.25 -1.30 0.20 -0.056
H 0.7176 1.7916 4.8237 -0.17 -0.01 0.08 0.130
H -0.9049 -1.2222 4.8493 0.50 0.28 0.81 0.083
H -0.3551 -0.8794 3.3690 -0.02 1.23 -0.53 0.070
H -1.0316 0.4464 4.5290 0.32 0.43 -0.73 0.095
H 2.0238 -1.8994 4.1300 -0.23 0.35 -0.31 0.059
H 2.6484 -1.1936 5.5785 -0.02 0.40 -0.18 0.088
H 1.3120 -2.2235 5.6584 -1.02 0.57 0.09 0.101
C 1.9990 4.9013 3.4537 1.11 0.13 -1.79 -0.297
O 2.4130 4.8977 2.2853 -0.74 0.09 1.21 -0.020
N 1.8776 6.0135 4.2181 -0.17 -1.17 -0.30 -0.194
C 1.5811 5.8794 5.6253 -0.39 0.31 0.36 -0.062
C 2.1599 7.3330 3.7028 1.09 0.47 1.17 -0.037
H 1.7725 3.9281 3.9248 -0.12 0.41 0.40 0.122
H 0.5303 6.1071 5.8315 0.04 0.09 0.06 0.088
H 2.1964 6.5679 6.2082 0.01 0.05 -0.09 0.087
H 1.7836 4.8834 6.0146 0.06 -0.14 -0.32 0.085
H 2.5652 7.3419 2.6989 -0.55 -0.32 -0.28 0.085
H 1.3354 8.0229 3.8851 -0.23 -0.15 -0.46 0.091
H 2.9819 7.7256 4.3233 -0.08 0.08 -0.09 0.091
C 2.6153 -2.8851 1.1288 -0.13 -0.72 -0.39 -0.336
O 2.5831 -1.7140 1.4069 0.24 1.00 0.49 0.030
N 3.0746 -3.9030 1.8902 -0.56 0.16 -0.07 -0.178
C 3.5579 -3.7472 3.2484 0.77 -0.50 -0.05 -0.058
C 2.5381 -5.2310 1.5954 1.43 -0.11 -0.29 -0.054
H 2.2650 -3.2604 0.1566 -0.15 0.02 -0.14 0.131
H 2.8250 -4.1473 3.9521 0.14 -0.03 0.13 0.096
H 3.8674 -2.7556 3.5639 -0.44 0.30 -0.50 0.060
H 4.4901 -4.3213 3.2739 -0.22 -0.25 0.48 0.097
H 2.5343 -5.4140 0.5232 -0.63 0.37 -0.11 0.079
H 3.2897 -5.9602 1.9128 -0.35 -0.06 0.53 0.090
H 1.5686 -5.3738 2.0636 -0.09 -0.28 -0.07 0.092
C -3.5523 -2.1929 -3.3493 -0.41 0.50 0.09 -0.323
O -2.8204 -2.6649 -2.5042 0.47 -0.30 0.11 -0.011
N -4.8862 -2.3932 -3.3670 -0.03 -0.53 -0.38 -0.192
C -5.7410 -1.8955 -4.4282 0.59 0.27 0.13 -0.048
C -5.4676 -3.3417 -2.4471 -0.06 -0.23 0.41 -0.055
H -3.2099 -1.4908 -4.1231 0.15 -0.02 -0.04 0.130
H -6.5735 -1.3630 -3.9690 -0.23 -0.10 -0.25 0.092
H -6.0642 -2.6941 -5.0969 -0.27 -0.06 0.15 0.090
H -5.1725 -1.1896 -5.0351 -0.01 0.07 0.06 0.080
H -6.3988 -2.9230 -2.0668 -0.07 -0.18 0.09 0.091
H -5.6467 -4.3340 -2.8743 -0.21 0.20 -0.41 0.093
H -4.7832 -3.5428 -1.6271 0.02 0.39 0.11 0.079
C -1.0949 -5.2983 -1.4215 0.36 -0.16 0.65 -0.311
O -0.2883 -5.2509 -0.4952 -0.32 0.09 -0.65 -0.023
N -1.0087 -6.1562 -2.4674 0.24 0.85 -0.29 -0.180
C 0.2111 -6.8638 -2.7477 0.73 -0.81 0.05 -0.057
C -1.9673 -6.1689 -3.5463 -0.86 -0.41 0.08 -0.056
H -1.9834 -4.6483 -1.4490 0.01 -0.12 -0.11 0.118
H 0.6785 -6.6012 -3.7032 -0.38 0.38 -0.07 0.088
H 0.0417 -7.9437 -2.8115 -0.09 0.04 0.18 0.093
H 0.9683 -6.6798 -1.9904 -0.27 0.05 0.25 0.079
H -1.4515 -6.1018 -4.5019 -0.06 -0.02 -0.09 0.088
H -2.5563 -7.0913 -3.4922 0.28 -0.20 -0.32 0.091
H -2.7382 -5.3982 -3.5028 0.45 0.42 0.34 0.075
C -2.0870 1.6538 -4.7432 0.06 0.15 0.98 -0.335
O -1.7335 0.7692 -3.9789 -0.19 -0.14 -0.42 -0.009
N -3.2506 2.3391 -4.6342 0.26 -1.31 -0.80 -0.192
C -3.6143 3.2739 -5.6907 0.21 -0.05 0.40 -0.057
C -4.3873 1.9154 -3.7979 -0.26 2.10 -0.32 -0.036
H -1.4135 2.0689 -5.5116 -0.09 -0.11 -0.08 0.139
H -4.1518 2.7707 -6.4966 -0.25 0.15 0.04 0.092
H -2.7232 3.7367 -6.1099 0.06 -0.04 0.04 0.087
H -4.2103 4.0583 -5.2251 -0.17 0.05 -0.30 0.090
H -4.2763 1.1914 -3.0027 0.79 -0.08 -0.12 0.074
H -4.6125 2.9097 -3.3913 -0.74 -0.58 0.77 0.077
H -5.2685 1.6617 -4.3953 0.25 -0.24 -0.21 0.093
C 5.6469 -0.9095 5.1654 -1.70 0.32 0.22 -0.363
O 6.1044 -1.7974 5.8569 0.51 -0.19 -0.28 0.000
N 5.7407 -0.7583 3.8266 -0.05 -1.27 0.70 -0.191
C 5.1211 0.3206 3.0928 0.30 0.23 -0.29 -0.050
C 6.4147 -1.7847 3.0390 1.15 1.44 -0.40 -0.048
H 4.9059 -0.1942 5.5789 0.50 0.31 0.07 0.125
H 4.6813 1.1172 3.6908 0.06 -0.38 0.56 0.080
H 4.3248 -0.0769 2.4588 0.22 0.08 -0.28 0.065
H 5.9314 0.7955 2.5287 -0.36 0.00 -0.44 0.092
H 5.7878 -2.2129 2.2590 -0.21 -0.01 0.10 0.078
H 7.2337 -1.2278 2.5598 -0.03 -0.44 -0.41 0.091
H 6.9107 -2.5389 3.6384 -0.45 -0.06 0.37 0.086
O 4.8012 -0.7944 -4.9717 -0.08 -0.05 -0.61 0.104
C 4.3421 -0.8817 -3.8654 0.60 0.07 0.19 -0.554
O 4.0295 -2.0598 -3.3078 -0.59 0.42 -0.28 -0.022
C 3.8600 -3.1967 -4.1976 -0.35 -0.06 0.85 -0.199
C 2.7810 -3.0620 -5.2629 -0.38 0.62 0.57 -0.065
C 4.1572 0.3109 -2.9724 -0.94 0.02 -0.33 0.014
H 3.4772 -3.8695 -3.4250 0.47 -0.66 -0.53 0.115
H 4.8141 -3.5135 -4.6152 0.05 0.11 0.16 0.120
H 2.8984 -3.8432 -6.0091 -0.02 0.00 -0.06 0.078
H 2.7557 -2.0816 -5.7375 0.38 -0.14 -0.19 0.074
H 1.8080 -3.1569 -4.7756 -0.06 -0.19 -0.12 0.069
H 3.0946 0.5320 -2.8214 -0.07 -0.50 0.12 0.084
H 4.4814 1.1732 -3.5450 0.67 0.01 0.36 0.076
H 4.5844 0.1648 -1.9833 0.26 0.19 -0.10 0.096
O 4.0413 7.1275 -0.6368 0.46 -0.27 0.48 0.098
C 3.0046 6.7965 -1.1401 0.04 1.09 -0.41 -0.543
O 2.7037 5.5522 -1.5360 0.13 -0.07 0.32 -0.015
C 3.5417 4.4850 -1.0850 -0.85 -1.23 0.55 -0.222
C 3.8066 3.5107 -2.2291 0.25 0.92 0.58 -0.068
C 1.9281 7.7785 -1.5074 -0.83 -0.73 0.31 0.014
H 2.9836 3.9662 -0.2948 -0.28 0.03 -0.19 0.091
H 4.4284 4.7547 -0.5147 0.23 0.80 -0.74 0.124
H 4.1468 4.0590 -3.1081 0.41 -0.11 0.06 0.085
H 2.9298 2.9538 -2.5530 -0.09 -0.10 0.33 0.066
H 4.5808 2.8717 -1.8049 0.00 -0.39 -0.61 0.075
H 1.2399 7.9115 -0.6686 0.20 -0.17 0.17 0.077
H 1.3043 7.2907 -2.2563 0.05 0.52 -0.34 0.082
H 2.3121 8.7614 -1.7502 0.23 -0.12 -0.34 0.084
O -4.9066 -2.8043 2.4859 -0.13 -0.35 -0.73 0.098
C -4.3251 -2.6416 3.5178 0.33 1.00 1.15 -0.566
O -2.9926 -2.6272 3.6632 0.01 -0.27 -0.40 -0.016
C -2.2386 -3.0282 2.5033 0.15 -1.09 0.02 -0.207
C -2.4247 -4.4954 2.1289 0.34 0.49 -1.21 -0.058
C -5.0003 -2.2204 4.8021 -1.14 -0.70 -0.50 0.024
H -1.1981 -2.9771 2.8206 -0.03 0.54 -0.02 0.110
H -2.4170 -2.3849 1.6416 -0.14 0.21 0.21 0.111
H -2.1237 -5.1365 2.9528 -0.14 -0.21 -0.09 0.085
H -1.7536 -4.6167 1.2666 0.42 -0.31 0.47 0.052
H -3.3655 -4.7756 1.6571 -0.41 0.19 0.73 0.075
H -6.0549 -2.4643 4.6553 -0.02 0.28 -0.01 0.086
H -4.9115 -1.1401 4.8903 0.19 -0.01 0.32 0.089
H -4.7220 -2.7751 5.6931 0.63 0.28 0.00 0.085
O -0.3354 0.8395 1.5515 -1.31 -0.02 0.04 0.077
C 0.5444 0.9048 0.7367 1.37 -0.53 1.09 -0.572
O 0.5585 0.3142 -0.4380 0.27 0.09 -0.93 -0.009
C -0.4455 -0.6246 -0.8329 -0.40 0.10 -0.19 -0.197
C 0.1323 -1.4859 -1.9282 0.41 -0.23 -0.24 -0.054
C 1.8800 1.4930 1.1041 -0.34 1.09 0.01 0.041
H -1.3108 -0.1046 -1.2606 0.07 0.16 0.23 0.109
H -0.8036 -1.1833 0.0351 0.28 -0.04 0.03 0.115
H 1.1641 -1.8020 -1.7812 0.06 -0.05 0.65 0.068
H 0.1876 -0.9432 -2.8750 -0.49 -0.02 0.00 0.073
H -0.4915 -2.3731 -2.0063 -0.02 0.06 -0.36 0.050
H 2.4750 1.7680 0.2376 0.20 -0.32 0.00 0.074
H 2.3887 0.8149 1.7856 0.06 -0.31 -0.33 0.063
H 1.7107 2.4021 1.6865 -0.04 0.06 -0.11 0.071
```
Positions in Å, forces in eV/Å.

Results
Max |F| in Eh/bohr: 0.0507
Net charge: 0
E in a.u.: -3467.30749
HOMO level in Eh: -0.325